[1]
Computed, not measured: 2 unconnected molecules or ions with the total composition C2H4O2, with ωB97M-V/def2-TZVPD.

Results
HOMO level (alpha / beta) = -7.832 / -7.833 eV
orbital gap (alpha / beta) = 8.32 / 8.32 eV
spin multiplicity = 1

Geometry (Å):
C (-1.32, -0.37, -0.22)
C (0.76, 0.60, -0.07)
O (-2.22, 0.22, 0.25)
O (1.55, -0.45, 0.18)
H (-1.54, -1.27, -0.94)
H (0.68, 1.22, 0.85)
H (0.83, 0.98, -1.01)
H (1.26, -0.93, 0.96)


[2]
Computed, not measured: 2 unconnected molecules or ions with the total composition C2H4O2P, with ωB97M-V/def2-TZVPD.

Results
HOMO level = -3.236 eV
orbital gap = 7.75 eV
spin multiplicity = 1
net charge = -1

Geometry (Å):
C (1.40, -0.10, -0.49)
C (-0.28, 0.71, 0.39)
O (1.48, -1.30, -0.45)
O (2.01, 0.86, -0.91)
P (-1.40, -0.37, -0.47)
H (-0.25, 1.74, 0.02)
H (-0.06, 0.54, 1.43)
H (-2.39, -0.60, 0.54)
H (-0.50, -1.48, -0.06)


[3]
Computed, not measured: 2 unconnected molecules or ions with the total composition C2H4O2S, with ωB97M-V/def2-TZVPD.

Results
HOMO level = -9.747 eV
orbital gap = 9.57 eV
spin multiplicity = 1

Geometry (Å):
C (-0.18, -2.48, 0.09)
C (-0.39, 1.74, -0.14)
O (1.68, 2.87, 0.79)
O (0.53, -1.96, 0.85)
S (1.21, 1.67, 0.12)
H (-1.20, -2.70, 0.27)
H (0.19, -2.45, -1.00)
H (-0.62, 0.85, -0.76)
H (-1.22, 2.46, -0.23)


[4]
Computed, not measured: 2 unconnected molecules or ions with the total composition C2H4O2S, with ωB97M-V/def2-TZVPD.

Results
HOMO level = -9.195 eV
orbital gap = 9.64 eV
spin multiplicity = 1
SMILES = S=C1CO1.O

Geometry (Å):
S (-0.75, 0.08, 1.94)
C (-0.74, -0.45, 0.45)
C (-1.35, -1.07, -0.71)
O (0.04, -0.50, -0.55)
H (-1.51, -2.14, -0.98)
H (-1.90, -0.37, -1.28)
O (2.26, 1.31, 0.06)
H (2.59, 1.37, 0.99)
H (1.36, 1.77, 0.08)


[5]
Computed, not measured: 2 unconnected molecules or ions with the total composition C2H4O2S, with ωB97M-V/def2-TZVPD.

Results
HOMO level (alpha / beta) = -8.386 / -10.448 eV
orbital gap (alpha / beta) = 9.27 / 6.02 eV
spin multiplicity = 3
⟨S²⟩ = 2.01

Geometry (Å):
C (-0.13, -1.68, -0.12)
C (-0.49, -0.57, 0.53)
O (1.61, 1.49, -0.71)
O (-0.52, 2.76, -0.47)
S (0.63, 2.13, 0.15)
H (0.97, -1.98, -0.06)
H (-0.90, -2.28, -0.57)
H (-1.48, 0.01, 0.37)
H (0.29, 0.11, 0.88)


[6]
Computed, not measured: 2 unconnected molecules or ions with the total composition C2H4O3, with ωB97M-V/def2-TZVPD.

Results
HOMO level (alpha / beta) = -9.302 / -9.308 eV
orbital gap (alpha / beta) = 8.17 / 8.18 eV
spin multiplicity = 1

Geometry (Å):
C (-0.70, -0.05, 0.28)
C (0.59, -0.69, 0.27)
O (-1.70, 0.04, 1.16)
O (-1.86, -0.33, -0.27)
O (0.05, 2.10, -0.68)
H (1.15, -0.75, 1.20)
H (1.20, -0.26, -0.60)
H (0.70, -1.82, 0.04)
H (0.57, 1.76, -1.40)


[7]
Computed, not measured: a molecular structure, C2H4O3P, with ωB97M-V/def2-TZVPD.

Results
HOMO level = -3.484 eV
orbital gap = 7.70 eV
spin multiplicity = 1
net charge = -1

Geometry (Å):
C (0.51, -0.91, -0.03)
C (1.14, 0.41, -0.27)
O (-1.55, -0.16, -1.52)
O (1.06, -1.99, 0.03)
O (-1.50, 0.79, 1.33)
P (-1.37, -0.86, -0.26)
H (1.30, 0.52, -1.26)
H (2.14, 0.42, 0.01)
H (0.63, 1.27, 0.19)
H (-2.35, 0.52, 1.79)


[8]
Computed, not measured: 2 unconnected molecules or ions with the total composition C2H4O3P, with ωB97M-V/def2-TZVPD.

Results
HOMO level (alpha / beta) = -3.504 / -3.579 eV
orbital gap (alpha / beta) = 7.51 / 7.58 eV
spin multiplicity = 1
net charge = -1

Geometry (Å):
C (-0.43, -0.16, 0.71)
C (0.17, -0.43, -0.56)
O (2.60, 0.11, 0.77)
O (-1.40, -0.54, 1.27)
O (0.30, 2.51, 1.10)
P (0.58, 1.12, 1.54)
H (-0.55, -0.25, -1.39)
H (0.47, -1.44, -0.63)
H (1.03, 0.19, -0.53)
H (0.54, 1.02, 2.87)


[9]
Computed, not measured: a gas-phase ion, C2H4O3PS (charge -1), with ωB97M-V/def2-TZVPD.

Results
HOMO level = -3.974 eV
orbital gap = 8.10 eV
spin multiplicity = 1
SMILES = C=C=[S@](=O)([O-])OP
net charge = -1

Geometry (Å):
C (-0.55, -0.74, 1.13)
C (0.59, -0.56, 1.73)
S (1.96, -0.28, 0.67)
O (2.97, -1.29, 0.88)
O (2.30, 1.14, 0.59)
O (1.55, -0.56, -1.06)
P (0.55, 0.42, -1.81)
H (-1.28, -1.21, 1.71)
H (-0.51, -0.56, 0.06)
H (0.74, 1.45, -0.92)
H (1.79, 1.10, -2.59)


[10]
Computed, not measured: 2 unconnected molecules or ions with the total composition C2H4O3S, with ωB97M-V/def2-TZVPD.

Results
HOMO level (alpha / beta) = -9.456 / -9.394 eV
orbital gap (alpha / beta) = 7.84 / 7.72 eV
spin multiplicity = 1
SMILES = COC=O.O=S

Geometry (Å):
C (-0.50, 1.24, 0.21)
O (0.22, 0.00, 0.43)
C (-0.52, -0.98, 1.00)
O (-1.70, -1.00, 0.96)
H (-0.15, 1.48, -0.76)
H (-0.17, 1.88, 0.90)
H (-1.45, 0.91, 0.35)
H (-0.03, -1.82, 1.43)
O (2.21, -1.60, -2.27)
S (2.09, -0.10, -2.24)


Going through the records in order, we get energy values of -6230.1480 -15522.5092 -17065.9893 -17066.7562 -17063.7322 -8273.4071 -17570.5556 -17567.3888 -28403.0326 -19113.5462 eV.